The following is a quantum chemistry calculation of 8 unconnected molecules or ions with the total composition C35H77FN3O13Si, from the Open Molecules 2025 dataset.

Each line ends with the Löwdin charge.
CARTESIAN COORDINATES (ANGSTROEM)
C (4.333, 0.272, 1.349)  -0.04
C (3.077, -0.612, 1.355)  -0.23
O (2.400, -0.550, 0.097)  -0.13
C (1.400, 0.435, 0.056)  -0.12
C (0.119, -0.043, 0.730)  -0.04
C (-0.499, -1.218, 0.260)  -0.05
C (0.010, -1.919, -0.968)  -0.11
C (-0.218, -1.107, -2.272)  -0.14
C (0.960, -1.231, -3.240)  -0.24
N (1.548, 0.082, -3.559)  0.01
C (-1.616, -1.715, 0.938)  0.00
C (-2.278, -2.988, 0.498)  -0.46
O (-3.342, -2.935, -0.023)  0.18
O (-1.669, -4.175, 0.659)  0.05
C (-0.749, -4.295, 1.758)  -0.10
C (0.690, -4.492, 1.347)  -0.40
C (0.998, -5.189, 0.058)  -0.02
N (1.651, -4.139, 2.092)  0.16
C (-2.162, -1.016, 2.023)  -0.06
C (-3.393, -1.523, 2.740)  -0.11
C (-3.016, -2.400, 3.949)  -0.13
C (-4.048, -2.333, 5.091)  -0.18
F (-4.960, -1.316, 4.904)  -0.04
C (-1.544, 0.183, 2.430)  -0.08
C (-2.145, 0.975, 3.558)  -0.07
C (-3.362, 1.862, 3.141)  -0.09
C (-3.638, 1.969, 1.659)  -0.17
O (-4.413, 0.842, 1.226)  -0.03
C (-4.898, 0.988, -0.044)  -0.53
C (-3.918, 0.830, -1.164)  0.03
O (-6.041, 1.207, -0.229)  0.18
N (-0.426, 0.626, 1.782)  0.09
C (0.223, 1.888, 2.200)  -0.07
C (-0.059, 3.036, 1.214)  -0.23
O (-0.254, 4.248, 1.888)  -0.19
Si (1.124, 5.191, 2.186)  0.45
C (2.156, 4.469, 3.576)  -0.14
C (2.135, 5.449, 0.622)  -0.13
C (0.538, 6.877, 2.749)  -0.15
H (4.457, 0.689, 0.353)  0.08
H (4.265, 1.070, 2.081)  0.07
H (5.217, -0.328, 1.528)  0.08
H (3.379, -1.649, 1.466)  0.11
H (2.411, -0.399, 2.194)  0.11
H (1.800, 1.358, 0.464)  0.11
H (1.201, 0.632, -0.989)  0.12
H (-0.499, -2.865, -1.107)  0.11
H (1.051, -2.168, -0.829)  0.10
H (-0.478, -0.071, -2.076)  0.10
H (-1.087, -1.546, -2.756)  0.11
H (0.621, -1.704, -4.160)  0.09
H (1.732, -1.886, -2.847)  0.11
H (0.803, 0.764, -3.634)  0.08
H (1.975, 0.030, -4.476)  0.08
H (-1.028, -5.207, 2.286)  0.15
H (-0.840, -3.483, 2.471)  0.11
H (1.933, -5.722, 0.189)  0.09
H (1.160, -4.486, -0.746)  0.07
H (0.241, -5.921, -0.209)  0.09
H (1.313, -3.693, 2.949)  0.06
H (-4.030, -2.068, 2.059)  0.13
H (-3.961, -0.664, 3.049)  0.09
H (-2.035, -2.143, 4.344)  0.11
H (-2.985, -3.431, 3.607)  0.11
H (-4.550, -3.287, 5.222)  0.12
H (-3.529, -2.129, 6.026)  0.12
H (-2.502, 0.267, 4.296)  0.11
H (-1.426, 1.591, 4.078)  0.11
H (-3.280, 2.861, 3.554)  0.13
H (-4.260, 1.441, 3.586)  0.12
H (-4.213, 2.877, 1.480)  0.14
H (-2.738, 2.049, 1.049)  0.10
H (-4.444, 0.607, -2.082)  0.10
H (-3.393, 1.774, -1.310)  0.09
H (-3.188, 0.051, -0.953)  0.07
H (-0.072, 2.202, 3.185)  0.12
H (1.289, 1.705, 2.243)  0.11
H (0.733, 3.095, 0.466)  0.11
H (-0.968, 2.823, 0.652)  0.11
H (2.410, 3.432, 3.355)  0.01
H (3.053, 5.075, 3.660)  0.02
H (1.614, 4.515, 4.516)  0.04
H (2.406, 6.492, 0.540)  0.04
H (1.530, 5.145, -0.228)  0.01
H (3.003, 4.798, 0.697)  0.03
H (1.398, 7.531, 2.602)  0.03
H (-0.250, 7.272, 2.114)  0.04
H (0.271, 6.913, 3.801)  0.03
C (5.474, 0.677, -2.956)  -0.15
O (4.295, 1.436, -3.208)  -0.14
H (6.295, 1.371, -2.799)  0.08
H (5.352, 0.062, -2.057)  0.07
H (5.715, 0.030, -3.801)  0.05
H (3.568, 0.815, -3.345)  0.01
C (5.217, 7.637, 3.452)  -0.14
O (4.782, 6.450, 2.784)  -0.15
H (4.453, 8.395, 3.304)  0.08
H (5.340, 7.460, 4.523)  0.08
H (6.159, 7.995, 3.034)  0.08
H (5.460, 5.781, 2.912)  0.08
C (-0.138, -3.500, -6.954)  -0.15
O (1.051, -2.813, -6.560)  -0.14
H (-0.922, -2.757, -7.076)  0.08
H (0.008, -4.020, -7.902)  0.08
H (-0.446, -4.220, -6.192)  0.08
H (1.743, -3.472, -6.457)  0.07
C (0.948, 5.950, -3.629)  -0.14
O (0.344, 5.523, -2.406)  -0.14
H (1.979, 5.606, -3.624)  0.08
H (0.433, 5.520, -4.490)  0.08
H (0.937, 7.039, -3.709)  0.08
H (-0.566, 5.831, -2.411)  0.07
C (-5.974, -3.844, -2.468)  -0.15
O (-4.890, -3.838, -3.394)  -0.12
H (-6.838, -4.285, -2.955)  0.08
H (-5.710, -4.437, -1.588)  0.06
H (-6.218, -2.823, -2.161)  0.08
H (-4.136, -3.446, -2.946)  0.05
C (5.985, -2.750, -4.881)  -0.16
O (7.152, -2.089, -4.403)  -0.13
H (5.206, -1.999, -4.996)  0.06
H (6.168, -3.219, -5.850)  0.08
H (5.645, -3.509, -4.171)  0.08
H (7.839, -2.753, -4.302)  0.08
C (-5.256, -7.597, -0.407)  -0.15
O (-5.830, -7.200, 0.836)  -0.12
H (-5.618, -8.594, -0.641)  0.08
H (-5.556, -6.915, -1.206)  0.06
H (-4.165, -7.622, -0.333)  0.07
H (-5.508, -6.318, 1.036)  0.06

Orbital gap: 7.88 eV
Total energy: -2911.218199 Ha
LUMO level: -3.7 eV
HOMO energy: -0.42574 hartree
Net charge: +1